Entry 1:
# C20H17NO3Pd

A molecular structure, C20H17NO3Pd in a non-equilibrium geometry (ωB97M-V/def2-TZVPD, the OMol25 dataset).

frontier orbital gap (alpha / beta) = 0.239 / 0.243 hartree
spin multiplicity = 1
E_LUMO (alpha / beta) = -0.7003 / -0.5341 eV
largest force on an atom = 3.39 eV/A

Cartesian coordinates (Å):
Pd (0.605071, -0.571262, 0.247076)
C (-1.562729, -4.259962, -1.424324)
C (-0.549229, -4.876462, -2.144424)
C (0.696971, -4.282962, -2.228724)
C (0.930271, -3.072062, -1.564624)
N (-0.063829, -2.508762, -0.855124)
C (-1.262929, -3.064062, -0.793524)
C (2.201871, -2.336662, -1.563724)
C (3.338771, -2.786262, -2.239624)
C (4.509271, -2.053662, -2.209424)
C (4.580871, -0.861762, -1.504224)
C (3.461471, -0.399462, -0.829524)
C (2.274871, -1.123562, -0.841824)
H (-2.550729, -4.690962, -1.353924)
H (-0.738829, -5.818862, -2.637324)
H (1.473271, -4.766762, -2.799024)
H (-2.011329, -2.528062, -0.218224)
H (3.320471, -3.717462, -2.787124)
H (5.378871, -2.408362, -2.740424)
H (5.502571, -0.298462, -1.473724)
H (3.531471, 0.538538, -0.281424)
C (-2.712929, 5.415938, -0.868424)
O (-2.406029, 5.282138, 0.496276)
C (-1.935029, 4.085338, 0.933576)
C (-1.865429, 3.944738, 2.330776)
C (-1.404329, 2.770138, 2.863776)
C (-0.985129, 1.706238, 2.061276)
C (-0.397629, 0.536038, 2.693076)
C (-1.111329, -0.019162, 3.904576)
O (0.672271, 0.015438, 2.339776)
C (-1.106529, 1.810138, 0.635376)
O (-0.943229, 0.821338, -0.165324)
C (-1.560629, 3.045138, 0.114076)
H (-3.254229, 6.355738, -0.958024)
H (-3.353929, 4.596338, -1.204324)
H (-1.809729, 5.454138, -1.484424)
H (-2.164829, 4.767838, 2.958876)
H (-1.316029, 2.672938, 3.934376)
H (-2.166129, 0.236638, 3.899076)
H (-0.645629, 0.382638, 4.802976)
H (-0.993229, -1.100862, 3.917776)
H (-1.606829, 3.108438, -0.961924)

Atoms 1-2, force components in eV/Å:
Pd 0.8 -1.6 -2.9
C 0.2 0.1 0.0

=====

Entry 2:
# C14H17NO3S

A molecular structure, C14H17NO3S in a non-equilibrium geometry (ωB97M-V/def2-TZVPD, the OMol25 dataset).

energy relative to the best compared isomer or geometry (same formula, charge and spin) = 11.912 eV
frontier orbital gap = 0.348 hartree
spin multiplicity = 1
E_LUMO = 0.4717 eV
largest force on an atom = 12.52 eV/A

Cartesian coordinates (Å):
C (0.934691, -2.166775, -3.603089)
C (2.079793, -1.406190, -3.825664)
C (2.337513, -0.321024, -2.727882)
C (2.684628, -0.832595, -1.486596)
C (2.845869, 0.222596, -0.657142)
C (3.266850, -0.116241, 0.798727)
H (3.494254, 0.836027, 1.418758)
H (4.076314, -0.991567, 0.945147)
O (2.159487, -1.031826, 1.387039)
C (1.009499, -0.238271, 1.731988)
O (1.044466, 0.890715, 1.891968)
S (-0.059260, -1.602462, 2.311790)
C (-1.691898, -0.470281, 2.283215)
N (-2.342348, -0.369362, 3.479803)
C (-3.357892, 0.433429, 3.009576)
C (-4.375687, 1.124753, 3.605468)
C (-5.277022, 2.090449, 2.910623)
C (-4.765226, 2.586172, 1.720271)
C (-3.706502, 2.006321, 1.278670)
C (-2.847775, 1.169116, 1.799811)
O (-1.794456, 0.337538, 1.364473)
H (-3.158744, 2.546293, 0.190404)
H (-5.311538, 3.305067, 1.413381)
H (-5.941633, 2.525016, 3.497386)
H (-4.738113, 0.360530, 4.764574)
H (3.828277, 0.903803, -0.771963)
H (2.045983, 1.037734, -0.667015)
H (1.971842, -1.481845, -0.957519)
H (3.719210, -1.377128, -1.607140)
H (3.221291, 0.396174, -3.250701)
H (1.558488, 0.233952, -2.750673)
H (2.101875, -1.127902, -4.940967)
H (3.078845, -2.088053, -3.848784)
H (0.963923, -2.800117, -2.809937)
H (0.067663, -1.602224, -3.664062)
H (0.877331, -2.981821, -4.233936)

Atoms 1-2, force components in eV/Å:
C -1.6 -1.6 -0.3
C 6.4 0.8 -1.9

=====

Entry 3:
# C2H6OS2

2 unconnected molecules or ions with the total composition C2H6OS2 in a non-equilibrium geometry (ωB97M-V/def2-TZVPD, the OMol25 dataset).

charge = +1
energy relative to the best compared isomer or geometry (same formula, charge and spin) = 0.437 eV
frontier orbital gap (alpha / beta) = 0.321 / 0.197 hartree
spin multiplicity = 2
E_LUMO (alpha / beta) = -5.2685 / -8.6251 eV
largest force on an atom = 1.67 eV/A

Cartesian coordinates (Å):
O (0.576088, -1.078674, 1.987869)
C (0.827515, -1.738038, 1.028866)
H (0.041501, -2.341541, 0.532609)
H (1.845420, -1.760984, 0.599052)
C (-1.454854, 1.223543, -0.315777)
S (-0.381821, 0.283821, -1.408667)
S (1.412355, 1.239781, -1.076295)
H (-2.453578, 0.879749, -0.594421)
H (-1.351776, 0.798509, 0.688664)
H (-1.323525, 2.299028, -0.365373)
H (2.262677, 0.194807, -1.076527)

Atoms 1-2, force components in eV/Å:
O -0.2 0.6 0.5
C -0.1 -0.4 -0.4

=====

no.,electronic energy (eV),molar mass (u)
1,-32126.13688,425.780
2,-33251.38053,279.361
3,-25879.52854,110.203